Computed, not measured: 12 unconnected molecules or ions with the total composition C21H66N14O12 at a distorted geometry, with ωB97M-V/def2-TZVPD.

Geometry as XYZ:
```
113
Properties=species:S:1:pos:R:3
C -0.892 3.035 3.323
O 0.170 3.265 2.826
N -1.681 2.049 2.890
N -1.244 3.713 4.376
H -1.438 1.507 2.073
H -2.504 1.850 3.440
H -0.574 4.443 4.571
H -2.186 3.635 4.731
C 4.876 0.672 -1.027
O 3.725 0.577 -0.656
N 5.562 1.809 -0.916
N 5.556 -0.312 -1.541
H 6.571 1.778 -0.883
H 5.046 2.533 -0.435
H 5.107 -1.216 -1.582
H 6.364 -0.119 -2.114
C 2.841 3.815 0.699
O 3.824 4.170 0.140
N 1.849 4.610 0.942
N 2.739 2.583 1.203
H 1.124 4.242 1.540
H 1.831 5.555 0.585
H 3.355 1.861 0.857
H 1.942 2.323 1.768
C 2.665 -1.878 -3.062
O 2.439 -2.952 -3.587
N 2.237 -1.624 -1.865
N 3.302 -0.869 -3.547
H 2.457 -0.779 -1.358
H 1.557 -2.213 -1.405
H 3.917 -0.993 -4.338
H 3.279 -0.003 -3.028
C -1.290 -2.989 4.334
O -1.537 -2.220 3.454
N -2.112 -3.281 5.243
N -0.287 -3.790 4.329
H -2.971 -2.751 5.204
H -2.005 -3.902 6.032
H 0.540 -3.464 3.849
H -0.336 -4.489 5.056
C -4.226 3.250 -1.155
O -4.851 2.408 -1.767
N -3.444 3.008 -0.127
N -4.429 4.462 -1.277
H -3.128 3.824 0.377
H -3.021 2.091 -0.138
H -5.152 4.717 -1.935
H -4.004 5.162 -0.685
C -4.873 -1.336 4.040
O -4.394 -1.425 5.137
N -4.215 -1.423 2.937
N -6.147 -1.221 3.862
H -3.219 -1.581 3.001
H -4.698 -1.294 2.060
H -6.622 -0.968 4.717
H -6.533 -1.246 2.930
C 0.189 1.060 -0.102
C 0.098 -0.060 0.959
O -1.245 -0.410 1.237
H 1.255 1.235 -0.244
H -0.234 2.025 0.178
H -0.335 0.700 -0.987
H 0.543 0.431 1.824
H 0.720 -0.950 0.861
H -1.279 -1.069 1.934
C -0.726 -3.388 -0.542
C -2.298 -3.358 -0.805
C -3.073 -3.814 0.431
O -2.612 -2.018 -1.101
H -0.500 -4.443 -0.698
H -0.458 -3.147 0.486
H -0.205 -2.699 -1.206
H -2.505 -3.978 -1.676
H -4.054 -4.023 0.004
H -3.182 -3.047 1.198
H -2.620 -4.701 0.874
H -2.188 -1.580 -0.359
C -2.308 0.938 -3.670
C -1.711 0.005 -4.776
C -0.164 -0.013 -4.706
O -2.241 -1.251 -4.642
H -3.381 0.920 -3.861
H -1.986 1.976 -3.758
H -2.073 0.536 -2.684
H -2.059 0.501 -5.682
H 0.364 -0.667 -5.400
H 0.095 -0.254 -3.675
H 0.256 0.976 -4.886
H -2.241 -1.462 -3.705
C 2.989 -3.909 0.919
C 2.135 -4.210 2.156
C 2.616 -5.365 2.913
O 2.186 -3.038 2.958
H 3.043 -4.830 0.339
H 4.029 -3.653 1.123
H 2.497 -3.192 0.262
H 1.101 -4.497 1.964
H 3.656 -5.178 3.179
H 2.526 -6.271 2.313
H 2.023 -5.497 3.818
H 3.111 -2.779 2.967
C 0.494 3.727 -2.801
C 1.637 4.559 -3.429
C 2.908 3.689 -3.296
O 1.365 4.898 -4.808
H -0.426 4.285 -2.972
H 0.689 3.667 -1.731
H 0.544 2.713 -3.197
H 1.830 5.449 -2.829
H 2.763 2.678 -3.678
H 3.344 3.576 -2.303
H 3.662 4.156 -3.930
H 0.575 5.440 -4.862
```

Values from the calculation:
Orbital gap (alpha / beta), eV: 1.52 / 8.83
Multiplicity: 2
Net charge: -1
HOMO (alpha / beta), eV: 0.42 / -6.94
E_LUMO (alpha / beta), eV: 1.943 / 1.890

***

Computed, not measured: 12 unconnected molecules or ions with the total composition C21H66O15 at a distorted geometry, with ωB97M-V/def2-TZVPD.

Geometry as XYZ:
```
102
Properties=species:S:1:pos:R:3
C 1.935 -2.822 -3.733
C 2.143 -2.204 -2.357
O 0.955 -2.244 -1.573
H 1.755 -3.942 -3.678
H 2.802 -2.712 -4.369
H 1.185 -2.324 -4.339
H 2.506 -1.177 -2.408
H 2.962 -2.799 -1.948
H 0.840 -3.083 -1.160
C -0.492 4.486 -0.423
C -1.151 3.732 -1.597
O -0.576 2.412 -1.593
H -1.014 4.156 0.511
H -0.620 5.528 -0.607
H 0.568 4.328 -0.450
H -0.957 4.202 -2.543
H -2.229 3.654 -1.405
H -1.057 1.739 -2.097
C -4.274 -4.049 1.670
C -3.203 -3.000 1.435
O -1.804 -3.393 1.711
H -4.147 -4.912 0.932
H -5.168 -3.540 1.442
H -4.185 -4.398 2.683
H -3.443 -2.178 2.077
H -3.155 -2.664 0.419
H -1.296 -2.860 1.071
C -3.787 1.979 -0.322
C -4.456 1.059 0.628
O -3.519 0.384 1.443
H -3.596 2.933 0.115
H -4.296 2.147 -1.277
H -2.804 1.465 -0.540
H -5.125 0.314 0.227
H -5.122 1.598 1.311
H -3.583 -0.562 1.242
C 2.045 2.932 -3.875
C 2.919 4.168 -3.577
O 2.461 4.694 -2.353
H 1.012 3.293 -3.964
H 2.089 2.247 -3.043
H 2.320 2.452 -4.801
H 2.782 4.907 -4.331
H 4.001 3.890 -3.510
H 2.763 5.596 -2.302
C 0.795 -6.661 1.006
C 1.276 -5.601 -0.001
O 1.264 -4.241 0.539
H 1.390 -6.487 1.865
H 0.923 -7.651 0.573
H -0.247 -6.530 1.309
H 0.615 -5.654 -0.861
H 2.306 -5.776 -0.289
H 0.604 -4.209 1.275
C 3.291 -1.976 2.061
O 3.086 -1.394 3.354
H 2.692 -2.867 1.913
H 3.060 -1.144 1.347
H 4.291 -2.244 1.831
H 3.684 -1.722 4.018
C 4.783 1.917 -0.262
O 4.300 0.853 0.586
H 5.709 2.194 0.223
H 4.891 1.479 -1.252
H 4.098 2.749 -0.345
H 3.403 0.626 0.278
C 3.131 2.409 2.958
O 2.225 1.287 3.037
H 3.124 3.052 3.848
H 4.179 2.082 2.900
H 2.938 3.055 2.101
H 2.817 0.516 3.214
C 0.059 0.977 0.734
C -0.220 -0.375 1.322
O -0.632 -1.292 0.252
O 1.029 0.879 -0.385
H 0.361 1.690 1.557
H -0.850 1.390 0.341
H -1.053 -0.283 2.033
H 0.649 -0.832 1.777
H 0.139 -1.489 -0.279
H 0.765 1.582 -0.947
C -2.527 -0.491 -3.745
C -2.111 -1.523 -2.724
O -2.490 -0.912 -1.508
O -1.655 0.609 -3.674
H -3.570 -0.098 -3.682
H -2.437 -0.979 -4.719
H -1.034 -1.639 -2.814
H -2.648 -2.439 -2.944
H -1.694 -0.923 -0.914
H -1.367 0.986 -4.510
C -2.696 2.589 3.931
C -1.723 1.505 4.164
O -0.393 2.113 4.340
O -2.342 3.308 2.721
H -2.712 3.296 4.717
H -3.712 2.260 3.800
H -1.727 0.869 3.338
H -1.949 0.876 5.052
H 0.323 1.483 4.097
H -1.392 3.366 2.700
```

Values from the calculation:
Orbital gap, eV: 9.99
SMILES: OCCO.OCCO.OCCO.CCO.CCO.CCO.CCO.CCO.CCO.CO.CO.CO
Energy relative to the best compared isomer or geometry (same formula, charge and spin), kJ/mol: 119.8
Net charge: 0
HOMO, eV: -9.44
E_LUMO, eV: 0.547

***

Computed, not measured: 12 unconnected molecules or ions with the total composition C21H66O15 at a distorted geometry, with ωB97M-V/def2-TZVPD.

Geometry as XYZ:
```
102
Properties=species:S:1:pos:R:3
O -2.891 -1.916 -3.441
H -2.007 -1.850 -3.080
H -3.265 -2.692 -3.024
O -5.407 -0.648 -4.037
H -4.501 -0.729 -3.740
H -5.470 -1.246 -4.782
O 1.495 -0.417 -1.507
H 1.636 0.347 -0.948
H 1.841 -0.158 -2.361
O 0.121 2.851 -3.292
H 0.111 2.419 -2.438
H -0.792 2.834 -3.581
C 3.833 -2.799 2.251
C 3.290 -1.842 1.138
O 4.274 -1.414 0.256
O 3.634 -4.174 1.835
H 3.057 -2.611 2.993
H 4.800 -2.611 2.717
H 2.995 -0.884 1.567
H 2.390 -2.297 0.725
H 4.523 -2.137 -0.324
H 4.168 -4.269 1.042
C -3.043 4.010 0.266
C -1.997 4.035 -0.931
O -0.671 4.388 -0.532
O -4.337 3.757 -0.251
H -2.979 4.939 0.833
H -2.744 3.174 0.898
H -2.335 4.769 -1.662
H -1.905 3.019 -1.314
H -0.479 4.986 -1.258
H -4.966 4.019 0.425
C 1.037 -1.367 -5.142
C 0.315 0.003 -5.002
O 1.055 0.896 -5.748
O 2.138 -1.577 -4.279
H 1.421 -1.506 -6.153
H 0.327 -2.168 -4.936
H 0.373 0.292 -3.953
H -0.757 -0.127 -5.147
H 0.962 1.737 -5.295
H 2.848 -1.798 -4.885
C 0.225 4.238 5.351
C -1.026 3.735 4.616
C -0.602 3.143 3.272
O -1.514 2.634 5.395
H 1.068 3.548 5.383
H 0.140 4.304 6.436
H 0.715 5.100 4.899
H -1.743 4.556 4.612
H -1.443 2.549 2.914
H 0.307 2.544 3.312
H -0.305 3.946 2.598
H -1.813 2.967 6.244
C -2.721 -1.107 -0.191
C -1.922 0.223 -0.110
C -0.795 0.078 0.884
O -1.324 0.537 -1.389
H -3.492 -1.007 -0.956
H -3.014 -1.597 0.737
H -2.111 -1.901 -0.622
H -2.681 0.927 0.232
H -0.276 1.009 1.108
H 0.010 -0.601 0.602
H -1.190 -0.445 1.755
H -0.618 -0.112 -1.432
C 2.775 3.902 0.714
C 2.620 2.930 -0.443
C 3.779 1.906 -0.319
O 1.417 2.232 -0.275
H 3.786 4.303 0.775
H 2.423 3.354 1.588
H 2.228 4.846 0.706
H 2.694 3.388 -1.430
H 3.773 1.113 -1.067
H 3.712 1.326 0.601
H 4.724 2.375 -0.043
H 0.761 2.918 -0.130
C 1.163 -3.944 -1.238
C 0.418 -3.799 -2.514
C -0.771 -4.739 -2.708
O -0.167 -2.499 -2.534
H 1.783 -4.839 -1.280
H 0.525 -4.101 -0.368
H 1.736 -3.025 -1.115
H 1.161 -3.848 -3.309
H -0.281 -5.703 -2.571
H -1.369 -4.660 -3.615
H -1.493 -4.833 -1.897
H 0.468 -1.885 -2.158
C -2.136 -2.038 4.197
C -1.119 -3.207 4.134
C -0.608 -3.406 2.716
O -0.052 -2.903 4.949
H -2.923 -2.196 3.460
H -1.902 -0.982 4.056
H -2.722 -2.134 5.111
H -1.526 -4.144 4.516
H -0.436 -2.470 2.184
H -1.257 -4.089 2.168
H 0.297 -4.002 2.601
H 0.546 -3.653 4.987
```

Values from the calculation:
Orbital gap (alpha / beta), eV: 8.21 / 1.82
Multiplicity: 2
Energy relative to the best compared isomer or geometry (same formula, charge and spin), kJ/mol: 0.0
Net charge: +1
HOMO (alpha / beta), eV: -11.61 / -11.61
E_LUMO (alpha / beta), eV: -3.397 / -9.788

***

Computed, not measured: a molecular structure, C21H67F6N26O18Ti at a distorted geometry, with ωB97M-V/def2-TZVPD.

Geometry as XYZ:
```
139
Properties=species:S:1:pos:R:3
O 3.310 4.349 0.064
H 2.965 5.081 0.580
H 4.042 3.916 0.511
H 2.658 3.680 -0.156
Ti 3.053 0.920 -0.257
C 3.567 1.243 2.735
O 3.933 2.123 3.740
O 4.203 1.883 1.680
C 3.983 -0.284 3.095
F 3.943 -1.007 2.047
F 5.231 -0.457 3.582
F 3.141 -0.876 3.975
C 3.107 2.063 4.908
C 3.802 2.822 6.061
H 4.311 3.744 5.779
H 3.096 2.999 6.872
H 4.526 2.108 6.455
H 2.807 1.143 5.410
H 2.119 2.514 4.811
H 2.522 1.173 2.433
C 0.233 1.610 -0.404
O 0.754 0.289 -0.451
O 1.360 2.495 -0.567
C -1.155 1.768 -1.179
F -1.799 2.858 -0.893
F -1.044 1.956 -2.510
F -2.104 0.818 -1.000
C 0.222 -0.805 0.291
C 1.048 -2.000 -0.105
H 2.091 -1.685 -0.086
H 0.851 -2.894 0.486
H 0.717 -2.261 -1.110
H -0.829 -1.030 0.107
H 0.455 -0.551 1.326
H -0.137 1.810 0.602
C 0.597 5.520 1.892
O 0.852 5.665 0.703
N 0.866 4.354 2.502
N -0.037 6.395 2.601
H 0.842 3.602 1.828
H 0.488 4.134 3.413
H -0.406 6.129 3.502
H -0.162 7.315 2.204
C -4.163 6.067 0.240
O -4.970 6.138 1.121
N -3.030 5.548 0.570
N -4.251 6.556 -0.933
H -2.365 5.395 -0.174
H -2.951 5.254 1.533
H -5.019 7.115 -1.275
H -3.381 6.559 -1.448
C -5.233 3.458 -3.455
O -6.341 3.050 -3.844
N -4.263 2.656 -3.346
N -4.929 4.688 -3.302
H -4.466 1.667 -3.375
H -3.358 3.028 -3.094
H -5.579 5.431 -3.517
H -4.038 4.828 -2.848
C 1.445 -3.500 4.221
O 1.010 -3.610 5.291
N 0.915 -2.797 3.235
N 2.697 -3.922 3.826
H 1.382 -2.555 2.373
H 0.106 -2.204 3.356
H 3.087 -3.653 2.934
H 3.132 -4.662 4.359
C -1.584 -0.619 3.493
O -2.195 -0.592 2.422
N -1.465 -1.624 4.364
N -0.881 0.394 3.845
H -1.758 -2.505 3.969
H -0.817 -1.546 5.135
H -1.286 1.160 3.326
H -0.407 0.508 4.729
C 5.466 -3.100 0.369
O 6.370 -2.332 0.463
N 5.062 -3.889 1.305
N 4.711 -3.198 -0.685
H 5.359 -4.001 2.264
H 4.452 -4.648 1.038
H 3.821 -3.675 -0.708
H 4.728 -2.472 -1.386
C 1.940 -5.766 0.855
O 2.699 -4.874 0.736
N 2.225 -6.966 1.272
N 0.658 -5.711 0.573
H 3.092 -7.065 1.781
H 1.660 -7.786 1.104
H 0.360 -4.849 0.138
H 0.112 -6.554 0.679
C -3.708 -3.194 0.240
O -4.179 -3.084 -0.881
N -4.352 -3.096 1.338
N -2.459 -3.505 0.454
H -5.317 -2.800 1.317
H -4.005 -3.647 2.110
H -1.872 -3.467 -0.368
H -2.157 -3.605 1.412
C -2.554 -0.567 -4.131
O -3.491 0.021 -3.713
N -1.568 -1.020 -3.326
N -2.303 -1.073 -5.350
H -1.791 -0.948 -2.343
H -0.721 -1.456 -3.662
H -1.524 -1.715 -5.398
H -2.974 -0.835 -6.066
C -5.543 0.917 0.227
O -6.294 0.687 1.127
N -5.486 2.055 -0.521
N -4.743 0.025 -0.278
H -6.095 2.827 -0.292
H -4.960 1.899 -1.369
H -4.863 -0.851 0.210
H -4.246 0.195 -1.140
C 2.825 -0.887 -3.057
O 3.325 -0.406 -2.044
N 3.361 -1.637 -3.980
N 1.624 -0.755 -3.452
H 2.816 -1.908 -4.786
H 4.364 -1.740 -3.932
H 1.089 -0.010 -3.028
H 1.233 -1.082 -4.323
C -0.038 -4.656 -2.590
O -0.956 -4.330 -1.903
N 1.314 -4.452 -2.370
N -0.116 -5.464 -3.648
H 1.691 -3.988 -1.556
H 1.901 -4.763 -3.130
H 0.669 -5.713 -4.234
H -1.036 -5.806 -3.888
C 0.381 2.413 -5.285
O 0.802 2.251 -6.394
N -0.892 2.493 -5.007
N 1.061 2.785 -4.293
H -1.478 2.178 -5.767
H -1.157 2.267 -4.059
H 0.607 2.973 -3.411
H 2.028 3.017 -4.468
```

Values from the calculation:
Orbital gap (alpha / beta), eV: 4.05 / 7.95
Multiplicity: 4
Net charge: 0
HOMO (alpha / beta), eV: -4.73 / -8.64
E_LUMO (alpha / beta), eV: -0.683 / -0.692